Formula: C47H52Br2N2O2P2Zr
Source: OMol25
Level of theory: wB97M-V/def2-TZVPD

Geometry (Å):
Zr  -0.3429  -0.4853  -0.7197
C  3.4412  -3.1581  -1.9431
C  3.6785  -2.5529  -0.5575
C  5.1836  -2.4097  -0.2935
P  2.5662  -1.0976  -0.2618
C  2.9183  -0.5200  1.4772
C  3.9723  0.5753  1.6036
C  3.2182  -1.6989  2.4085
C  3.1298  0.2751  -1.3141
C  4.3103  0.3573  -2.0407
C  4.5830  1.4503  -2.8524
C  3.6559  2.4789  -2.9353
C  2.4720  2.4230  -2.2190
C  2.1960  1.3277  -1.3939
N  1.0479  1.2110  -0.6255
C  -0.1703  1.8621  -0.9487
C  -0.6769  1.6205  -2.1891
C  -2.0938  1.4127  -2.5959
C  -3.1355  1.3380  -0.7342
C  -2.2792  1.9260  0.3399
C  -0.9688  2.2141  0.2660
P  -0.0249  2.9491  1.6786
C  -1.3529  3.2153  2.9540
C  -0.7850  4.1430  4.0313
C  -1.7691  1.8914  3.5925
C  0.1840  4.6860  1.0185
C  1.0995  4.6609  -0.2051
C  -1.1006  5.4478  0.7176
H  4.0741  -4.0393  -2.0702
H  3.6886  -2.4514  -2.7377
H  2.4067  -3.4668  -2.0801
H  3.2800  -3.2650  0.1734
H  5.7086  -2.0316  -1.1691
H  5.6050  -3.3945  -0.0779
H  5.4179  -1.7572  0.5437
H  1.9627  -0.0866  1.7864
H  4.9514  0.2572  1.2392
H  4.0751  0.8531  2.6558
H  3.6820  1.4677  1.0492
H  4.2173  -2.1011  2.2447
H  2.5085  -2.5200  2.2894
H  3.1665  -1.3630  3.4462
H  5.0317  -0.4430  -1.9892
H  5.5057  1.4918  -3.4153
H  3.8526  3.3360  -3.5674
H  1.7515  3.2267  -2.2924
H  0.0603  1.2797  -2.9124
H  -2.1842  1.2518  -3.6677
H  -4.1137  1.0734  -0.3325
H  -2.8080  2.1954  1.2452
H  -2.2279  3.6985  2.5102
H  0.0941  3.6911  4.4956
H  -1.5288  4.3033  4.8149
H  -0.4996  5.1201  3.6396
H  -2.4194  2.0777  4.4515
H  -0.8957  1.3430  3.9358
H  -2.2974  1.2332  2.9028
H  0.7263  5.2010  1.8179
H  0.5712  4.2592  -1.0730
H  1.9881  4.0501  -0.0347
H  1.4223  5.6725  -0.4613
H  -1.7112  4.9080  -0.0111
H  -0.8702  6.4285  0.2928
H  -1.7065  5.6097  1.6093
Br  1.6730  0.5949  5.8171
C  0.9700  -1.0278  5.1123
C  0.9427  -2.1447  5.9371
C  0.4764  -3.3237  5.3850
C  0.0790  -3.3368  4.0566
C  0.1389  -2.1521  3.3386
N  0.5729  -1.0083  3.8649
C  -0.2050  -2.1921  1.8641
O  -0.2580  -3.2779  1.3114
O  -0.3892  -1.0508  1.2686
H  1.2834  -2.0833  6.9599
H  0.4388  -4.2260  5.9811
H  -0.2622  -4.2350  3.5642
Br  -2.2533  -2.7830  -0.6520
C  -3.5446  -2.0601  -1.8584
C  -4.4552  -2.9802  -2.3496
C  -5.4443  -2.5426  -3.2074
C  -5.5230  -1.1936  -3.4946
C  -4.6215  -0.2655  -2.9694
C  -4.9667  1.1432  -3.2416
C  -4.4054  2.2561  -2.7744
C  -3.1609  2.3068  -1.9571
C  -2.4695  0.2169  -1.6257
C  -3.5374  -0.7018  -2.1652
H  -4.3738  -4.0221  -2.0712
H  -6.1561  -3.2407  -3.6271
H  -6.3223  -0.8299  -4.1288
H  -5.8464  1.2592  -3.8654
H  -4.8508  3.2037  -3.0550
H  -2.8710  3.3360  -1.7374
C  0.2959  -1.4415  -2.6843
C  -0.5659  -1.5406  -3.8940
C  -0.5536  -0.5367  -4.8679
C  -1.3910  -0.5843  -5.9721
C  -2.2597  -1.6524  -6.1460
C  -2.2537  -2.6804  -5.2139
C  -1.4153  -2.6278  -4.1112
H  1.2209  -0.8997  -2.9312
H  0.6125  -2.4345  -2.3443
H  0.1426  0.2899  -4.7679
H  -1.3573  0.2131  -6.7048
H  -2.9177  -1.6924  -7.0044
H  -2.9088  -3.5333  -5.3452
H  -1.4192  -3.4438  -3.3978

The value obtained for the energy above the lowest of the compared OMol25 structures with the same formula, charge and spin is 71.62 kcal per mole.

Here are the Mulliken charges for atoms 1 to 5, given in e: Zr -0.961; C -1.363; C 0.369; C -1.771; P 1.795


Formula: C5H6O2
Source: OMol25
Level of theory: wB97M-V/def2-TZVPD

Geometry (Å):
C  1.9325  -0.7478  -0.0193
C  0.6587  -0.0174  0.0940
C  0.2368  1.2921  0.0410
C  -1.2029  1.2573  0.0154
C  -1.5793  -0.0356  -0.0152
H  2.1746  -1.2145  0.9435
H  1.8343  -1.5100  -0.8384
H  2.6914  -0.0175  -0.3806
H  0.8803  2.1710  -0.0259
H  -1.8744  2.1076  -0.0480
H  -2.5294  -1.7211  0.2120
O  -2.7194  -0.7578  -0.0290
O  -0.5032  -0.8063  0.0505

The value obtained for the energy above the lowest of the compared OMol25 structures with the same formula, charge and spin is 19.63 kcal per mole. As for the SMILES: Cc1ccc(O)o1.

Here are the Mulliken charges for atoms 1 to 5, given in e: C -0.978; C 0.283; C -0.388; C -0.559; C 0.539


Frontier orbital gap / eV: 7.18 8.70
Max |F| / eV Å⁻¹: 0.5 2.3
Highest occupied orbital energy / eV: -7.44 -7.93